Density functional theory data (ωB97M-V/def2-TZVPD) for C41H62N4O6SSi3W as an isolated structure at a distorted geometry.

XYZ file:
```
118
Properties=species:S:1:pos:R:3:forces:R:3
W 0.152 0.809 -0.068 0.7 0.7 -0.3
C 1.456 -3.713 5.437 0.0 0.0 0.0
C 1.440 -2.912 4.166 0.0 0.0 0.0
C 2.099 -3.331 3.020 0.0 0.0 0.0
C 2.063 -2.594 1.837 0.0 0.0 0.0
C 2.814 -3.156 0.708 0.0 0.0 0.0
N 2.309 -3.875 -0.221 0.0 0.1 0.0
C 0.891 -4.197 -0.468 0.0 0.0 0.0
C 0.560 -3.968 -1.956 0.0 0.0 0.0
C -0.225 -2.685 -2.220 0.0 0.0 0.1
N -1.661 -2.967 -2.181 -0.1 0.0 0.0
C -2.696 -2.207 -2.341 0.0 0.0 0.0
C -2.898 -0.790 -2.526 0.0 -0.1 0.1
C -4.160 -0.488 -3.079 0.0 0.0 0.0
C -4.668 0.790 -3.159 0.0 0.0 0.0
C -5.983 1.094 -3.818 0.0 0.0 0.0
C -3.924 1.782 -2.530 0.0 0.0 0.0
C -2.698 1.532 -1.926 0.0 0.0 0.0
C -2.128 2.607 -1.148 0.0 0.0 0.0
N -1.113 2.529 -0.367 0.0 -0.1 0.0
C -0.795 3.711 0.449 0.0 0.0 0.0
C -1.035 3.485 1.951 0.0 0.0 0.0
C -1.418 2.070 2.344 0.0 0.0 0.0
N -0.431 1.024 2.005 -0.1 -0.1 0.0
C -0.129 0.217 2.957 0.0 0.0 0.0
C 0.706 -0.952 2.903 0.0 0.0 0.0
C 0.748 -1.716 4.071 0.0 0.0 0.0
C 1.387 -1.366 1.736 0.0 0.0 0.0
O 1.439 -0.667 0.627 -0.2 -0.1 -0.1
C -2.117 0.251 -1.984 0.1 0.1 -0.1
O -0.897 0.024 -1.523 -0.1 -0.2 0.2
H 2.026 -4.633 5.319 0.0 0.0 0.0
H 0.442 -3.980 5.739 0.0 0.0 0.0
H 1.903 -3.145 6.253 0.0 0.0 0.0
H 2.655 -4.263 3.043 0.0 0.0 0.0
H 3.895 -3.041 0.662 0.0 0.0 0.0
H 2.957 -4.238 -0.914 0.0 0.0 0.0
H 0.281 -3.575 0.190 0.0 0.0 0.0
H 0.764 -5.244 -0.195 0.0 0.0 0.0
H 0.021 -4.833 -2.347 0.0 0.0 0.0
H 1.484 -3.928 -2.536 0.0 0.0 0.0
H 0.001 -2.271 -3.200 0.0 0.0 0.0
H 0.000 -1.939 -1.467 0.0 0.0 0.0
H -1.899 -3.933 -1.996 0.0 0.0 0.0
H -3.620 -2.770 -2.358 0.0 0.0 0.0
H -4.762 -1.309 -3.451 0.0 0.0 0.0
H -6.507 0.180 -4.091 0.0 0.0 0.0
H -5.833 1.679 -4.727 0.0 0.0 0.0
H -6.629 1.670 -3.156 0.0 0.0 0.0
H -4.327 2.789 -2.477 0.0 0.0 0.0
H -2.662 3.556 -1.197 0.0 0.0 0.0
H -1.384 4.558 0.095 0.0 0.0 0.0
H 0.253 3.943 0.291 0.0 0.0 0.0
H -1.867 4.112 2.277 0.0 0.0 0.0
H -0.163 3.826 2.507 0.0 0.0 0.0
H -2.344 1.785 1.847 0.0 0.0 0.0
H -1.595 2.042 3.421 0.0 0.0 0.0
H -0.568 0.413 3.935 0.0 0.0 0.0
H 0.194 -1.358 4.933 0.0 0.0 0.0
C 2.251 2.215 2.273 0.0 0.0 0.0
O 1.728 2.158 0.938 -0.1 0.0 0.0
Si 2.816 2.329 -0.394 0.0 0.0 0.1
C 3.292 4.121 -0.525 0.1 0.0 0.0
C 4.326 1.383 0.168 0.0 -0.1 0.0
C 1.654 1.588 -1.621 -0.1 0.0 0.0
Si 2.717 0.382 -2.666 0.0 0.0 0.0
C 4.422 1.102 -3.069 0.0 0.0 0.0
C 3.081 -1.251 -1.818 0.0 0.0 0.0
C 1.954 -0.191 -4.296 0.0 0.0 0.0
Si 1.054 2.831 -2.978 0.0 0.0 0.0
C -0.378 2.173 -4.022 0.0 0.0 0.0
C 2.409 3.200 -4.232 0.0 0.0 0.0
C 0.554 4.593 -2.508 0.1 0.0 0.0
H 3.005 3.000 2.329 0.0 0.0 0.0
H 2.702 1.260 2.545 0.0 0.0 0.0
H 1.456 2.454 2.970 0.0 0.0 0.0
H 3.879 4.419 0.347 0.0 0.0 0.0
H 2.446 4.799 -0.616 0.0 0.0 0.0
H 3.932 4.273 -1.398 0.0 0.0 0.0
H 4.787 1.925 0.997 0.0 0.0 0.0
H 5.088 1.277 -0.601 0.0 0.0 0.0
H 4.057 0.389 0.532 0.0 0.0 0.0
H 4.610 2.104 -2.683 0.0 0.0 0.0
H 4.563 1.152 -4.149 0.0 0.0 0.0
H 5.201 0.448 -2.672 0.0 0.0 0.0
H 3.661 -1.143 -0.902 0.0 0.0 0.0
H 3.643 -1.871 -2.525 0.0 0.0 0.0
H 2.141 -1.738 -1.576 0.0 0.0 0.0
H 1.222 0.466 -4.757 0.1 0.0 0.0
H 1.491 -1.172 -4.177 -0.1 0.0 0.0
H 2.767 -0.321 -5.015 0.0 0.0 0.0
H -0.109 2.319 -5.071 0.0 0.0 0.0
H -1.290 2.745 -3.854 0.0 0.0 0.0
H -0.610 1.119 -3.889 0.0 0.0 0.0
H 2.720 2.356 -4.846 0.0 0.0 0.0
H 3.298 3.658 -3.799 0.0 0.0 0.0
H 1.970 3.939 -4.910 0.0 0.0 0.0
H 0.123 4.781 -1.534 -0.1 0.0 0.1
H -0.176 4.920 -3.254 0.0 0.0 0.0
H 1.419 5.250 -2.614 0.0 0.0 0.0
C -3.242 -2.551 6.822 0.0 0.0 0.0
C -3.041 -2.251 5.364 0.0 0.0 0.0
C -3.445 -1.038 4.816 0.0 0.0 0.0
C -3.296 -0.778 3.459 0.0 0.0 0.0
C -2.718 -1.734 2.640 0.0 0.0 0.0
C -2.307 -2.953 3.167 0.0 0.0 0.0
C -2.474 -3.205 4.516 0.0 0.0 0.0
S -2.489 -1.425 0.917 0.0 0.1 -0.1
O -3.423 -2.271 0.198 0.0 0.0 0.0
O -2.691 0.013 0.707 -0.1 -0.2 0.1
O -1.079 -1.771 0.640 0.0 -0.1 0.0
H -3.433 -1.645 7.394 0.0 0.0 0.0
H -2.373 -3.053 7.249 0.0 0.0 0.0
H -4.098 -3.215 6.957 0.0 0.0 0.0
H -3.902 -0.292 5.455 0.0 0.0 0.0
H -3.638 0.156 3.033 0.0 0.0 0.0
H -1.860 -3.698 2.520 0.0 0.0 0.0
H -2.168 -4.162 4.923 0.0 0.0 0.0
```
Positions in Å, forces in eV/Å.

Its spin multiplicity is 3. The relative energy (zero: lowest compared OMol25 entry of this formula, charge and spin) is 0.0 kcal per mole. As for the expectation value of S²: 2.016. For the orbital gap (alpha / beta), the calculation gives 7.0 / 7.7 eV. The charge is +2. As for the maximum force: 1.0 eV/A.

---

Density functional theory data (ωB97M-V/def2-TZVPD) for a 12-piece molecular cluster, C54H99Cl2N3O13PSi overall at a distorted geometry.

XYZ file:
```
173
Properties=species:S:1:pos:R:3:forces:R:3
C 1.678 1.924 4.943 -0.2 0.0 -0.1
C 1.938 1.734 3.430 1.3 0.5 1.0
O 2.810 2.807 3.034 -0.4 -0.3 0.0
C 2.732 0.392 3.249 -0.4 0.6 0.8
N 2.314 -0.432 2.093 0.1 0.0 0.5
C 1.312 -1.333 2.212 -0.6 -1.5 0.2
C 0.536 -1.513 3.500 0.0 1.0 0.5
C -0.631 -0.469 3.494 0.1 -0.2 -0.6
O -1.836 -1.057 3.053 0.0 0.8 0.0
Si -3.174 0.025 3.198 -1.2 -0.2 0.5
C -4.015 -0.447 4.830 0.9 -0.2 -0.3
C -2.630 1.838 3.350 0.6 -0.2 -0.4
C -4.352 -0.070 1.747 0.8 0.2 -0.3
C 0.946 -2.143 1.128 0.4 0.2 -0.2
P -0.398 -3.439 1.210 -1.3 -0.3 -1.3
N -1.340 -3.469 -0.059 0.5 -0.3 0.5
C 1.611 -2.007 -0.110 -0.1 0.1 -0.3
C 1.323 -2.861 -1.325 0.5 -0.1 -0.1
C 0.442 -2.212 -2.415 -0.2 -0.6 -0.7
C 0.068 -3.330 -3.412 0.8 0.0 0.3
Cl -0.614 -2.640 -4.918 -0.2 -0.3 0.4
C 2.628 -1.022 -0.182 -0.5 -0.5 -0.4
Cl 3.517 -0.734 -1.661 -0.5 -0.4 0.6
C 2.958 -0.268 0.917 0.8 0.6 -0.9
C 4.045 0.742 0.738 1.0 0.9 0.6
C 5.389 0.487 1.068 -1.0 -0.4 0.0
C 6.343 1.460 0.830 1.9 -0.2 0.3
N 6.174 2.695 0.337 -1.6 -1.6 0.4
C 4.876 2.893 0.082 -0.1 2.2 -0.8
C 3.815 2.020 0.226 -0.5 -1.0 0.3
H 1.490 2.984 5.169 -0.2 -0.3 -0.2
H 2.576 1.657 5.527 -0.2 -0.1 -0.3
H 0.833 1.324 5.308 0.3 0.2 0.0
H 1.027 1.810 2.828 0.2 -0.1 0.1
H 3.229 3.112 3.848 0.1 0.2 -0.3
H 2.647 -0.163 4.189 -0.1 -0.3 -0.6
H 3.790 0.671 3.185 -0.3 -0.2 -0.4
H 0.142 -2.526 3.601 0.1 0.3 -0.1
H 1.129 -1.329 4.402 0.1 -0.1 -0.4
H -0.737 0.026 4.473 0.0 -0.3 -0.1
H -0.355 0.299 2.749 0.0 0.0 0.5
H -4.969 -0.967 4.686 0.1 0.4 0.1
H -3.344 -1.136 5.370 -0.3 0.2 -0.1
H -4.084 0.454 5.453 -0.4 -0.3 -0.1
H -2.369 2.110 4.383 -0.1 0.0 -0.3
H -1.764 2.068 2.702 -0.2 0.0 0.2
H -3.436 2.488 2.977 0.1 -0.3 0.3
H -5.332 0.286 2.098 0.2 -0.3 -0.1
H -4.015 0.654 0.983 -0.1 -0.3 0.2
H -4.422 -1.053 1.262 -0.2 0.3 0.3
H -1.179 -3.212 2.357 0.7 0.1 0.1
H 0.294 -4.674 1.341 0.2 0.5 0.6
H -1.218 -4.399 -0.462 -0.3 0.3 -0.3
H 0.889 -3.830 -1.056 0.1 0.4 0.2
H 2.306 -3.086 -1.774 -0.3 0.1 0.1
H 0.984 -1.471 -3.008 0.1 -0.1 0.5
H -0.460 -1.719 -2.047 0.2 -0.3 0.2
H 0.990 -3.851 -3.711 -0.3 0.1 0.0
H -0.595 -4.090 -2.982 -0.2 0.4 -0.2
H 5.679 -0.470 1.504 0.1 0.2 -0.2
H 7.381 1.197 1.073 -0.3 0.1 -0.1
H 4.629 3.892 -0.294 0.1 -0.4 0.0
H 2.813 2.330 -0.058 0.3 0.1 0.1
C 1.954 -0.940 -6.592 -0.2 0.1 -0.2
C 2.364 0.270 -7.394 0.0 0.0 -0.1
O 1.618 0.776 -8.201 0.0 0.0 0.1
C 3.747 0.823 -7.144 -0.1 0.2 -0.2
H 0.944 -1.231 -6.869 0.0 0.0 0.0
H 2.629 -1.772 -6.801 0.1 0.0 0.2
H 1.971 -0.703 -5.526 0.1 -0.1 0.0
H 4.500 0.067 -7.374 0.0 0.0 0.2
H 3.843 1.132 -6.101 0.1 -0.2 0.0
H 3.911 1.688 -7.784 0.0 0.0 0.0
C 8.642 -1.063 -4.473 -0.1 0.0 -0.3
C 7.160 -1.292 -4.333 0.0 0.0 -0.2
O 6.439 -1.396 -5.300 -0.1 0.0 0.1
C 6.603 -1.386 -2.932 -0.2 0.0 -0.2
H 8.902 -1.017 -5.529 0.0 0.0 0.0
H 8.920 -0.119 -4.001 0.1 -0.1 0.1
H 9.192 -1.885 -4.012 0.1 0.1 0.1
H 6.791 -0.454 -2.393 0.1 -0.1 0.1
H 7.062 -2.223 -2.402 0.1 0.1 0.1
H 5.530 -1.551 -2.986 0.1 -0.1 -0.1
C -2.980 0.388 -5.476 -0.2 0.1 0.1
C -3.473 1.309 -6.563 -0.1 0.0 0.0
O -4.488 1.954 -6.423 0.1 -0.1 -0.1
C -2.651 1.391 -7.825 -0.2 0.2 0.0
H -3.667 0.429 -4.632 0.0 0.0 0.0
H -2.937 -0.637 -5.845 0.2 0.0 0.0
H -1.990 0.702 -5.140 0.1 -0.2 -0.1
H -2.594 0.409 -8.298 0.2 0.0 0.1
H -1.645 1.747 -7.594 0.1 -0.2 0.0
H -3.120 2.087 -8.517 0.0 0.0 0.0
C -6.325 -3.564 -1.655 -0.1 0.3 0.1
C -5.486 -3.589 -0.402 0.0 0.1 0.1
O -5.522 -2.681 0.398 -0.1 -0.2 -0.1
C -4.601 -4.790 -0.189 0.0 0.1 0.3
H -6.911 -2.647 -1.679 0.0 0.0 0.0
H -5.682 -3.595 -2.535 0.0 -0.2 0.0
H -7.007 -4.417 -1.664 0.1 -0.1 -0.1
H -3.883 -4.872 -1.007 -0.1 -0.1 -0.1
H -5.208 -5.695 -0.135 0.0 0.0 -0.2
H -4.055 -4.675 0.745 0.0 0.0 0.0
C 9.237 -0.522 -9.743 0.2 0.1 0.1
C 9.530 -1.610 -8.739 0.1 0.0 0.1
O 10.401 -1.484 -7.908 -0.1 0.0 0.0
C 8.691 -2.862 -8.816 0.1 -0.1 0.2
H 9.911 0.315 -9.574 0.0 0.0 0.0
H 9.390 -0.898 -10.756 -0.2 0.0 0.0
H 8.208 -0.176 -9.627 0.0 -0.1 -0.2
H 8.821 -3.339 -9.788 -0.2 0.1 0.0
H 7.640 -2.615 -8.660 0.0 0.0 -0.2
H 9.008 -3.556 -8.039 0.0 0.0 0.0
C -4.599 -1.658 9.294 0.2 0.2 -0.1
C -3.473 -2.114 8.411 0.1 0.2 0.1
O -2.760 -1.321 7.831 0.1 -0.1 -0.1
C -3.262 -3.600 8.275 0.2 0.1 -0.2
H -4.636 -0.571 9.302 0.0 0.0 0.0
H -5.549 -2.036 8.915 0.0 -0.1 0.2
H -4.437 -2.011 10.314 -0.1 -0.1 0.0
H -4.153 -4.066 7.849 0.0 -0.1 0.2
H -3.044 -4.034 9.252 -0.2 0.0 0.0
H -2.418 -3.787 7.612 0.0 0.0 0.0
C -5.292 7.242 -4.932 0.0 0.0 0.3
C -4.845 5.845 -4.577 0.0 0.0 0.1
O -4.647 5.521 -3.426 0.0 0.0 0.0
C -4.654 4.871 -5.712 0.1 0.0 0.4
H -5.389 7.833 -4.023 0.0 0.0 0.0
H -4.555 7.715 -5.583 -0.1 0.0 -0.2
H -6.261 7.207 -5.433 0.1 0.0 -0.2
H -3.887 5.243 -6.395 -0.2 0.1 -0.1
H -5.593 4.732 -6.248 0.1 0.0 -0.2
H -4.336 3.914 -5.315 -0.1 0.0 0.0
C 0.070 -0.870 10.016 -0.2 -0.1 -0.2
C -0.594 -1.483 11.225 -0.1 0.0 0.0
O -1.652 -2.063 11.134 0.0 -0.1 0.0
C 0.115 -1.342 12.549 -0.2 -0.1 0.1
H -0.549 -1.046 9.137 0.0 0.0 0.1
H 0.181 0.206 10.159 0.2 0.0 0.0
H 1.049 -1.327 9.857 0.1 0.2 0.1
H 0.228 -0.287 12.800 0.2 0.0 0.0
H 1.095 -1.819 12.499 0.1 0.2 0.0
H -0.472 -1.827 13.326 0.0 0.0 0.0
C -1.296 2.444 -2.761 -0.1 -0.4 -0.1
C -0.124 1.499 -2.688 -0.2 0.0 -0.1
O -0.186 0.354 -3.080 -0.3 0.5 -0.2
C 1.157 2.007 -2.100 0.2 -0.3 0.0
H -2.147 1.934 -3.205 0.0 0.0 0.0
H -1.571 2.777 -1.759 0.1 0.2 0.0
H -1.042 3.307 -3.380 0.0 0.1 0.2
H 0.996 2.319 -1.067 -0.1 0.2 -0.1
H 1.542 2.845 -2.684 0.0 0.1 0.2
H 1.880 1.187 -2.120 -0.1 0.3 0.0
C 2.663 6.599 -3.983 0.0 0.0 0.3
C 3.078 5.191 -3.644 0.0 0.0 0.1
O 3.249 4.841 -2.496 0.0 -0.1 0.0
C 3.271 4.232 -4.794 0.0 -0.2 0.3
H 2.561 7.176 -3.067 0.0 0.0 0.0
H 3.420 7.069 -4.613 -0.1 0.0 -0.2
H 1.703 6.590 -4.502 0.1 0.0 -0.2
H 4.054 4.600 -5.458 -0.1 0.0 -0.1
H 2.337 4.120 -5.349 0.1 0.1 -0.2
H 3.568 3.258 -4.406 0.0 0.0 0.0
C -9.473 -2.351 10.349 0.2 0.1 0.2
C -8.777 -1.392 9.416 0.1 0.1 0.1
O -7.728 -0.867 9.716 0.0 0.0 0.0
C -9.444 -1.114 8.091 0.2 0.2 0.0
H -8.886 -2.458 11.260 0.0 0.0 0.0
H -10.460 -1.967 10.610 -0.1 -0.1 -0.1
H -9.569 -3.329 9.875 -0.2 0.0 0.0
H -10.430 -0.676 8.255 -0.1 -0.2 -0.1
H -9.539 -2.039 7.520 -0.2 0.0 0.0
H -8.838 -0.410 7.523 0.0 0.0 0.0
```
Positions in Å, forces in eV/Å.

For the orbital gap, the calculation gives 6.8 eV. The charge is +1. As for the maximum force: 2.3 eV/A.